1.
24
Properties=species:S:1:pos:R:3:mulliken_charge:R:1 method="wB97M-V/def2-TZVPD" spin_multiplicity=1 charge=+1 gap_ha=0.1623
Rb 4.240 1.086 3.909 0.89
Rb 6.040 0.429 -2.295 0.98
Rb 2.784 5.060 1.685 0.94
O 4.217 0.378 -0.121 -0.87
C 2.831 0.397 -0.152 -0.30
C 2.108 1.357 0.739 1.05
O 1.972 2.648 0.376 -0.87
H 2.448 -0.617 0.154 0.10
H 2.426 0.524 -1.183 0.16
H 2.671 1.286 1.712 -1.11
H 1.118 0.895 0.973 0.06
C -0.982 -0.766 -0.686 -1.39
C -2.258 -0.811 0.126 0.60
C -3.497 -0.254 -0.592 -0.55
O -4.172 -1.445 -1.044 -0.34
C -3.703 -2.511 -0.345 0.61
O -4.131 -3.603 -0.436 -0.50
O -2.650 -2.147 0.436 -0.38
H -1.198 -0.663 -1.762 0.39
H -0.387 -1.681 -0.695 0.37
H -0.309 0.059 -0.466 0.25
H -2.123 -0.259 1.058 0.33
H -3.252 0.362 -1.452 0.31
H -4.192 0.277 0.060 0.28

=====

2.
92
Properties=species:S:1:pos:R:3:mulliken_charge:R:1 method="wB97M-V/def2-TZVPD" relative_energy_kj_mol=0.00 spin_multiplicity=3 charge=-1 gap_ha="0.2026 / 0.2550"
C 2.889 -2.180 -4.232 -1.31
C 2.124 -1.726 -5.440 0.19
H 3.150 -3.241 -4.314 0.38
H 2.298 -2.023 -3.316 0.22
H 3.834 -1.623 -4.113 0.26
C 2.100 -2.376 -6.613 0.08
C 2.936 -3.571 -6.921 -1.38
H 1.455 -2.023 -7.419 0.31
H 2.979 -4.281 -6.084 0.36
H 3.969 -3.300 -7.186 0.26
H 2.520 -4.095 -7.788 0.36
Pd -0.536 -0.351 2.949 0.66
Cl 0.838 -0.936 1.198 -0.62
C -0.715 1.924 1.137 0.23
O -1.456 1.056 1.691 -0.47
N -1.250 2.760 0.255 0.34
C -2.647 2.607 -0.133 -0.90
C -0.501 3.866 -0.323 -0.86
H 0.362 1.998 1.348 0.27
H -3.152 1.952 0.582 0.24
H -2.719 2.172 -1.141 0.09
H -3.114 3.597 -0.155 0.43
H 0.482 3.905 0.154 0.29
H -1.033 4.810 -0.147 0.34
H -0.369 3.740 -1.406 0.22
H -4.159 1.852 6.185 0.31
H -2.353 1.955 8.187 0.30
C -3.907 0.784 6.226 -1.01
C -2.106 0.915 7.930 -0.90
N -2.503 0.614 6.559 0.24
H -4.113 0.321 5.260 0.26
C -1.636 0.247 5.623 0.40
O -2.003 0.164 4.413 -0.73
H -1.027 0.769 8.033 0.27
H -0.617 -0.006 5.947 0.24
H -4.510 0.324 7.017 0.34
H -2.636 0.258 8.632 0.32
H 0.513 -4.937 1.831 0.28
H -0.480 -3.377 -0.146 0.29
C -0.501 -4.970 2.253 -0.92
C -1.416 -3.763 0.282 -0.97
N -1.321 -3.888 1.731 0.21
H -0.441 -4.862 3.339 0.31
C -1.701 -2.894 2.537 -0.14
O -2.007 -1.738 2.135 -0.76
H -2.240 -3.088 0.030 0.28
H -1.731 -3.131 3.611 0.65
H -0.952 -5.934 1.989 0.34
H -1.604 -4.763 -0.122 0.36
O 0.041 -0.827 -4.668 -0.36
C 1.293 -0.461 -5.244 0.16
C 0.024 0.192 -7.379 0.11
C 1.119 0.351 -6.526 0.03
H -0.774 -0.501 -7.099 0.44
C -0.025 0.921 -8.575 -0.77
H 1.851 0.166 -4.532 0.55
C 2.156 1.234 -6.861 -0.45
H -0.894 0.808 -9.226 0.38
C 1.024 1.778 -8.926 -0.38
C 2.124 1.928 -8.070 -0.65
H 2.986 1.327 -6.154 0.37
H 0.985 2.337 -9.864 0.37
H 2.955 2.587 -8.332 0.38
Si -0.981 -0.080 -3.579 0.07
Cl 0.353 -1.933 4.384 -0.59
C -2.703 -0.670 -4.008 -1.02
C -0.843 1.770 -3.856 -1.01
C -0.466 -0.616 -1.871 -0.37
H -2.878 -0.612 -5.092 0.26
H -3.463 -0.053 -3.507 0.31
H -2.852 -1.715 -3.699 0.31
H -0.514 -1.711 -1.777 -0.09
H -1.092 -0.194 -1.072 0.11
H 0.567 -0.319 -1.652 0.32
H -0.957 2.007 -4.925 0.37
H 0.138 2.151 -3.537 0.29
H -1.622 2.318 -3.305 0.45
O 0.617 3.039 5.585 -0.76
C 1.560 2.403 6.301 0.45
C 1.835 2.842 7.611 -0.63
C 2.742 2.138 8.393 -0.30
C 3.418 1.020 7.876 -0.59
C 3.162 0.595 6.564 -0.59
C 2.220 1.260 5.771 0.46
C 1.924 0.815 4.349 0.43
O 2.780 0.212 3.720 -0.65
O 0.705 1.146 3.925 -0.24
H 0.436 2.422 4.788 0.34
H 1.301 3.717 7.985 0.39
H 2.915 2.456 9.422 0.35
H 4.157 0.496 8.488 0.35
H 3.686 -0.254 6.117 0.42

=====

3.
7
Properties=species:S:1:pos:R:3:mulliken_charge:R:1 method="wB97M-V/def2-TZVPD" relative_energy_kj_mol=259.41 spin_multiplicity=2 charge=+3 gap_ha="0.3430 / 0.3189"
C -1.191 1.306 0.431 0.47
O -0.163 1.610 1.073 0.01
C 0.896 -0.056 0.349 0.93
O -0.070 -0.442 -0.367 -0.48
O 1.934 -0.196 0.823 0.09
Tl -0.704 -1.759 -1.680 1.50
H -2.179 1.099 0.894 0.47

=====

For each record above, in turn, the calculated molecular weight values are 418.54 768.14 277.41 g mol⁻¹.